[1]
98
Properties=species:S:1:pos:R:3:lowdin_charge:R:1 method="wB97M-V/def2-TZVPD" homo_energy_ev=-8.02 de_lowest_kcal_mol=57.17 energy_ev=-54101.330 e_lumo_ev=-0.0656 smiles="NC(N)=O.NC(N)=O.NC(N)=O.NC(N)=O.CC(C)O.CC(C)O.CC(C)O.CC(C)O.CC(C)O.CO" multiplicity=1
C 0.25 -0.09 0.33 -0.120
O -0.49 0.83 -0.48 -0.132
H 1.30 0.25 0.45 0.076
H 0.56 -0.99 -0.13 0.039
H -0.28 -0.30 1.29 0.085
H 0.09 1.12 -1.16 -0.006
C -2.37 2.54 2.02 -0.518
O -1.89 1.48 2.77 -0.127
N -1.78 2.93 0.91 0.161
N -3.51 3.22 2.30 0.166
H -1.14 2.27 0.43 0.075
H -2.07 3.70 0.26 0.144
H -4.17 2.78 2.93 0.126
H -3.94 3.88 1.72 0.075
C -1.55 -1.67 4.62 -0.631
O -1.76 -2.37 5.79 -0.113
N -1.37 -0.41 4.59 0.141
N -1.40 -2.25 3.44 0.150
H -1.25 -0.01 5.53 0.154
H -1.48 0.28 3.87 0.044
H -1.59 -3.24 3.65 0.138
H -1.86 -1.81 2.67 0.056
C 3.71 -1.31 -0.10 -0.647
O 2.85 -2.26 0.33 -0.086
N 3.45 -0.52 -1.08 0.188
N 4.83 -1.07 0.40 0.207
H 2.64 -0.63 -1.58 0.034
H 3.83 0.41 -1.23 0.130
H 5.14 -1.59 1.24 0.158
H 5.39 -0.30 0.19 0.101
C 1.98 -1.24 3.53 -0.709
O 3.29 -0.99 3.34 -0.125
N 1.31 -1.89 2.70 0.196
N 1.35 -0.90 4.60 0.177
H 1.79 -2.20 1.86 0.083
H 0.33 -1.88 2.68 0.047
H 1.88 -0.41 5.39 0.166
H 0.37 -0.73 4.46 0.028
C 0.94 -3.48 -2.08 -0.028
C 2.17 -3.05 -2.90 -0.572
C 2.36 -3.89 -4.21 -0.038
O 2.18 -1.86 -3.30 -0.006
H 0.98 -4.54 -1.75 0.101
H 0.04 -3.52 -2.74 0.095
H 0.74 -2.94 -1.15 0.027
H 3.11 -3.21 -2.36 0.135
H 2.32 -4.91 -3.95 0.055
H 3.21 -3.76 -4.85 0.072
H 1.48 -3.92 -4.79 0.066
H 2.87 -1.53 -3.81 0.086
C 1.91 3.24 0.66 -0.022
C 2.68 3.35 1.96 -0.666
C 2.57 2.01 2.61 -0.049
O 3.89 3.55 1.87 0.038
H 2.01 2.24 0.17 0.066
H 2.11 4.05 0.03 0.060
H 0.85 3.25 0.85 0.065
H 2.17 4.16 2.39 0.129
H 1.63 1.52 2.64 0.062
H 2.83 1.98 3.60 0.058
H 3.30 1.35 2.13 0.096
H 4.19 3.66 2.82 0.162
C 1.95 3.60 -3.34 -0.002
C 0.87 2.49 -3.32 -0.627
C 1.40 1.22 -2.76 -0.053
O -0.23 2.65 -2.73 0.019
H 1.73 4.34 -4.13 0.088
H 2.86 3.14 -3.71 0.075
H 2.05 3.97 -2.33 0.063
H 0.70 2.51 -4.35 0.125
H 1.71 1.32 -1.73 0.066
H 2.28 1.03 -3.31 0.070
H 0.79 0.40 -3.02 0.090
H -0.88 2.20 -3.35 0.146
C -3.79 1.80 -3.22 -0.005
C -3.68 0.67 -2.09 -0.565
C -4.34 1.16 -0.76 -0.027
O -4.34 -0.40 -2.31 0.004
H -4.68 1.55 -3.81 0.085
H -2.94 1.86 -3.85 0.033
H -3.95 2.76 -2.76 0.063
H -2.67 0.56 -1.95 0.090
H -4.00 2.19 -0.56 0.048
H -3.99 0.55 0.17 0.101
H -5.40 1.12 -0.72 0.073
H -3.63 -0.96 -2.73 0.145
C -1.77 -2.76 -0.52 -0.013
C -2.83 -2.17 0.40 -0.648
C -3.68 -3.15 1.18 -0.015
O -2.50 -1.26 1.16 -0.015
H -2.35 -3.27 -1.30 0.093
H -0.98 -3.33 -0.15 0.053
H -1.16 -1.94 -0.96 0.067
H -3.64 -1.80 -0.23 0.123
H -4.42 -2.53 1.58 0.068
H -3.17 -3.71 1.99 0.091
H -4.16 -3.78 0.45 0.085
H -2.18 -0.50 0.68 0.084

---

[2]
20
Properties=species:S:1:pos:R:3:lowdin_charge:R:1 method="wB97M-V/def2-TZVPD" homo_energy_ev=-8.74 de_lowest_kcal_mol=86.96 energy_ev=-26748.041 e_lumo_ev=0.4493 multiplicity=1
C -3.14 1.69 0.63 -0.450
C 0.63 -0.34 -0.06 -0.176
C 1.63 0.72 0.46 -0.310
N -2.19 2.43 0.61 0.182
N -1.82 -0.08 -0.71 -0.399
N -0.52 0.43 -0.64 -0.093
O -1.56 -2.50 -1.29 -0.332
O -3.84 0.87 1.05 0.115
O -1.86 -2.02 1.12 -0.342
O 1.23 1.45 1.51 -0.036
S -2.44 -1.41 -0.47 0.987
H 0.32 -1.21 0.56 0.101
H 1.20 -0.86 -0.86 0.114
H 2.53 0.37 0.92 0.118
H 1.84 1.28 -0.44 0.105
H -0.32 0.39 -1.64 0.118
H -2.13 3.39 0.26 0.100
H -1.20 -3.34 -0.85 0.110
H -1.98 -1.54 1.93 0.034
H 0.33 1.72 1.42 0.056

---

[3]
80
Properties=species:S:1:pos:R:3:lowdin_charge:R:1 method="wB97M-V/def2-TZVPD" homo_energy_ev="-13.21 / -13.18" charge=+1 energy_ev=-137932.950 e_lumo_ev="-2.7804 / -8.8397" multiplicity=2 s2=0.757
Tl -0.16 0.24 0.65 1.463
As 1.94 2.24 4.08 0.941
F 0.92 3.77 4.10 -0.295
F 0.74 1.48 5.05 -0.250
F 3.03 0.72 4.05 -0.315
F 3.16 3.03 3.00 -0.274
F 2.69 2.83 5.58 -0.262
F 1.15 1.44 2.66 -0.383
C 5.16 -0.72 1.99 -0.034
O 4.65 -1.61 1.06 0.011
C 3.36 -1.65 0.73 -0.452
O 2.59 -0.66 0.84 0.069
O 3.10 -2.77 0.02 0.002
C 4.02 -3.87 -0.09 -0.016
H 5.58 -1.33 2.80 0.112
H 4.41 -0.09 2.47 0.084
H 6.00 -0.19 1.53 0.108
H 5.00 -3.57 -0.45 0.100
H 3.75 -4.71 -0.72 0.102
H 4.26 -4.21 0.92 0.104
C -2.44 -2.31 4.73 -0.003
O -3.44 -2.41 3.69 -0.016
C -3.26 -1.85 2.46 -0.588
O -2.27 -1.32 2.03 0.053
O -4.32 -1.87 1.72 0.017
C -5.48 -2.60 2.11 -0.026
H -2.31 -1.29 5.10 0.104
H -1.50 -2.74 4.40 0.097
H -2.79 -2.89 5.58 0.098
H -5.22 -3.65 1.98 0.101
H -6.33 -2.54 1.43 0.099
H -5.85 -2.50 3.13 0.104
C 1.59 -3.15 -2.83 -0.021
O 1.89 -1.95 -3.60 0.019
C 1.80 -0.72 -2.99 -0.437
O 1.38 -0.50 -1.81 -0.018
O 2.16 0.26 -3.86 0.017
C 2.45 1.55 -3.42 -0.052
H 1.34 -3.08 -1.77 0.086
H 2.51 -3.74 -2.83 0.085
H 0.88 -3.81 -3.33 0.091
H 3.48 1.71 -3.09 0.093
H 1.87 1.77 -2.52 0.081
H 2.21 2.30 -4.16 0.110
C -4.30 -1.52 -1.48 -0.017
O -3.46 -1.87 -2.58 0.002
C -2.13 -1.59 -2.51 -0.570
O -1.58 -1.09 -1.59 0.072
O -1.42 -2.20 -3.46 -0.003
C -2.03 -2.78 -4.58 -0.042
H -4.94 -2.38 -1.31 0.108
H -4.84 -0.60 -1.71 0.092
H -3.85 -1.18 -0.54 0.064
H -1.25 -3.23 -5.19 0.101
H -2.56 -2.02 -5.16 0.108
H -2.65 -3.60 -4.23 0.104
C -5.40 3.28 1.37 -0.032
O -4.43 2.28 1.12 -0.003
C -3.87 1.85 -0.05 -0.516
O -2.91 1.09 -0.02 0.023
O -4.52 2.45 -1.06 0.017
C -3.98 2.21 -2.36 -0.028
H -5.06 4.21 0.90 0.101
H -5.57 3.38 2.44 0.103
H -6.38 3.08 0.94 0.095
H -4.88 2.08 -2.96 0.104
H -3.27 1.39 -2.47 0.089
H -3.51 3.08 -2.82 0.101
C 4.49 1.59 -0.51 -0.062
O 4.03 2.91 -0.62 -0.006
C 2.78 3.17 -0.18 -0.490
O 2.00 2.25 0.18 0.003
O 2.53 4.50 -0.21 0.017
C 3.54 5.46 -0.14 -0.038
H 5.54 1.48 -0.77 0.108
H 3.95 0.73 -0.89 0.088
H 4.69 1.48 0.56 0.087
H 4.36 5.11 0.48 0.104
H 3.20 6.45 0.19 0.108
H 3.97 5.53 -1.15 0.097

---

[4]
62
Properties=species:S:1:pos:R:3:lowdin_charge:R:1 method="wB97M-V/def2-TZVPD" homo_energy_ev=-9.29 de_lowest_kcal_mol=0.00 energy_ev=-59551.100 e_lumo_ev=0.4409 smiles="CCCCCN(CCCCC)C(=O)[C@@H](CCC(=O)O)NC(=O)c1ccc(Cl)c(Cl)c1" multiplicity=1
C 3.67 1.42 2.44 -0.112
C 2.98 0.18 3.01 -0.261
C 2.19 -0.60 1.95 -0.219
C 3.10 -1.28 0.92 -0.168
C 2.33 -2.14 -0.08 -0.134
N 1.33 -1.42 -0.85 -0.032
C 0.08 -1.42 -0.38 -0.420
O -0.24 -1.99 0.66 0.052
C -1.02 -0.65 -1.13 -0.197
N -1.98 -0.26 -0.12 0.117
C -2.47 1.00 -0.05 -0.428
O -2.24 1.84 -0.90 0.064
C -3.34 1.28 1.13 -0.120
C -4.04 0.29 1.81 -0.045
C -4.85 0.62 2.88 -0.677
C -4.96 1.95 3.29 -0.687
C -4.27 2.94 2.61 -0.085
C -3.47 2.61 1.54 -0.007
H -2.94 3.37 0.99 0.122
H -4.36 3.97 2.93 0.109
Cl -5.96 2.36 4.63 0.686
Cl -5.73 -0.62 3.70 0.684
H -3.99 -0.74 1.50 0.111
H -1.98 -0.86 0.69 0.128
H -0.65 0.27 -1.59 0.130
C -1.71 -1.52 -2.20 -0.102
H -2.54 -0.95 -2.61 0.128
H -1.01 -1.75 -3.00 0.114
C -2.23 -2.84 -1.63 -0.079
C -1.11 -3.81 -1.33 -0.546
O -0.04 -3.82 -1.88 0.111
O -1.46 -4.70 -0.40 0.122
H -0.73 -5.30 -0.21 0.137
H -2.88 -3.33 -2.36 0.135
H -2.81 -2.69 -0.72 0.120
C 1.72 -0.99 -2.18 -0.145
H 0.84 -0.69 -2.74 0.104
H 2.16 -1.85 -2.69 0.131
C 2.73 0.17 -2.19 -0.166
C 2.14 1.46 -1.60 -0.216
C 1.34 2.26 -2.62 -0.266
C 0.58 3.42 -1.98 -0.103
H 1.26 4.03 -1.39 0.072
H 0.13 4.04 -2.75 0.072
H -0.21 3.04 -1.34 0.046
H 2.02 2.64 -3.39 0.109
H 0.62 1.61 -3.13 0.101
H 2.95 2.09 -1.23 0.115
H 1.51 1.21 -0.75 0.098
H 3.62 -0.13 -1.63 0.094
H 3.03 0.35 -3.22 0.117
H 1.79 -2.93 0.47 0.125
H 3.02 -2.62 -0.78 0.128
H 3.81 -1.93 1.44 0.121
H 3.67 -0.52 0.39 0.086
H 1.51 0.08 1.44 0.102
H 1.59 -1.37 2.44 0.111
H 3.72 -0.47 3.47 0.105
H 2.28 0.49 3.79 0.104
H 4.45 1.15 1.74 0.063
H 2.95 2.05 1.93 0.070
H 4.12 1.99 3.24 0.067